Below is C32H76Br6N2O18P4 as an isolated structure in a non-equilibrium geometry, with properties calculated with ωB97M-V/def2-TZVPD.

CARTESIAN COORDINATES (ANGSTROEM)
Br  -2.307  0.424  -4.321
O  1.582  -1.466  -6.560
C  -8.206  3.756  0.779
C  0.027  2.356  3.723
C  2.831  0.979  -0.700
N  -1.696  -4.530  2.215
H  -0.312  -4.465  0.617
H  0.492  6.222  -0.562
C  3.386  -6.651  -4.126
H  -0.540  1.879  5.764
N  4.227  1.202  -0.949
H  -3.026  5.689  4.163
H  -3.930  7.304  5.713
H  -1.807  -3.704  0.306
H  -5.130  6.090  6.346
O  -6.597  4.328  2.484
C  1.884  4.615  -0.281
H  0.700  6.470  2.292
H  6.024  1.962  -0.219
C  0.410  0.644  -6.875
H  4.608  -1.118  -4.888
H  -3.578  4.357  5.266
H  -8.040  4.775  0.431
H  5.320  -2.911  0.512
H  4.624  2.976  0.084
O  2.136  -5.970  -0.150
C  0.299  -0.865  -6.800
C  -1.541  -4.143  3.504
H  -0.791  8.366  2.358
H  5.170  -3.767  -3.501
H  2.422  -1.857  0.358
O  -4.962  5.234  3.965
H  -9.289  3.616  0.668
O  0.849  -2.696  -4.536
H  5.047  -6.349  -2.800
O  2.208  -0.573  -4.224
H  5.595  -2.152  -2.912
H  2.548  0.116  -1.299
H  0.277  -6.409  1.499
C  -3.812  5.324  4.820
H  4.711  -1.346  1.076
H  2.930  4.359  -0.439
H  -7.785  2.991  0.130
H  -0.100  -1.227  -7.754
O  5.986  0.874  -2.345
C  -1.583  -0.084  0.257
H  3.926  -2.762  -2.798
H  -0.747  -2.845  1.330
O  -6.492  3.389  4.875
H  -1.581  -6.453  1.327
C  0.201  2.455  5.208
C  -2.485  2.304  -3.958
C  -0.358  6.274  2.496
H  -1.044  2.395  3.465
H  -1.786  0.945  -0.005
C  -2.280  -5.817  1.876
H  1.146  -7.229  2.820
H  -4.766  1.471  1.105
Br  -1.823  3.415  -5.383
O  0.689  3.455  3.080
H  3.500  -5.736  -4.706
O  -0.340  2.813  0.771
C  4.976  1.935  0.057
C  1.529  5.995  -0.813
H  1.184  2.109  5.529
Br  -3.066  -1.218  -0.223
O  -0.758  5.055  1.861
H  3.970  -7.462  -4.569
H  -1.144  -3.069  -2.462
P  1.987  -1.760  -5.063
H  -3.721  1.180  3.650
H  -8.605  4.124  2.830
C  4.541  -2.167  0.370
C  -1.075  -3.854  1.110
C  0.986  -3.147  -3.193
C  -5.120  0.928  1.978
O  1.577  4.476  1.106
C  -1.215  7.424  2.003
H  2.014  -7.861  0.677
H  -1.978  -4.859  4.218
H  0.294  1.390  3.294
O  -4.608  2.956  3.140
H  -0.552  0.983  -7.265
H  2.184  1.828  -0.937
H  2.935  -3.008  1.528
H  -7.802  2.567  2.504
H  2.669  0.794  0.365
H  3.759  -7.323  -2.124
Br  -1.625  2.740  -2.288
H  4.780  1.545  1.058
C  -0.275  -3.712  -2.588
C  4.824  -2.736  -3.416
H  -2.216  7.289  2.414
H  1.734  -3.938  -3.163
H  2.345  -6.965  -4.098
C  4.844  0.673  -2.028
H  -3.466  6.093  6.840
C  -4.716  1.488  3.342
H  -0.415  6.226  3.588
H  1.284  -2.307  -2.566
H  -6.206  0.825  1.962
C  4.547  -2.204  -4.803
H  4.713  -1.705  -0.605
H  1.314  3.859  -0.836
H  0.050  3.480  5.549
P  -5.738  3.895  3.730
H  -0.073  -4.050  -1.564
Br  0.026  -0.499  -0.710
C  3.129  -2.670  0.505
H  -5.479  1.290  4.090
H  -3.539  2.499  -3.847
H  5.313  -2.543  -5.502
P  0.236  3.850  1.616
H  1.731  6.048  -1.877
C  1.222  -6.477  2.039
C  2.266  -6.843  0.983
C  3.961  -6.432  -2.731
O  4.634  -5.354  0.051
H  2.140  6.707  -0.250
Br  -1.238  -0.169  2.154
H  0.546  1.050  -5.875
H  4.170  0.048  -2.637
H  -4.692  -0.075  1.839
O  2.795  -3.602  -0.542
H  -3.092  -5.595  1.174
H  3.276  -6.819  1.386
H  1.236  0.921  -7.521
O  -0.956  -3.158  3.860
C  -4.121  6.263  5.978
H  -0.480  -1.243  -6.132
H  -2.661  -6.370  2.728
P  3.367  -5.060  -0.601
C  -7.833  3.626  2.241
O  3.255  -2.667  -5.271
H  -0.478  -4.674  -3.070
H  -1.247  7.512  0.919
H  1.456  -5.503  2.472
O  3.368  -5.269  -2.161

Results
Calculated total energy, eV: -531673.2361
Charge: 0
Energy relative to the best compared isomer or geometry (same formula, charge and spin), kcal per mole: 0.0
2S+1: 1
F_max, eV/A: 1.98

Löwdin atomic charge list, values in e, 99 entries: 0.611 -0.151 -0.075 -0.331 -0.122 -0.177 0.071 0.070 -0.057 0.081 -0.180 0.104 0.073 0.042 0.083 -0.164 -0.263 0.112 0.086 -0.097 0.110 0.114 0.081 0.075 0.075 -0.171 -0.282 -0.354 0.083 0.075 0.067 -0.173 0.077 -0.150 0.120 -0.226 0.082 0.025 0.033 -0.243 0.084 0.105 0.071 0.119 0.023 -1.526 0.056 0.030 -0.223 0.069 -0.062 -1.606 -0.275 0.084 -0.086 -0.058 0.085 0.079 0.594 -0.158 0.073 -0.253 -0.031 -0.048 0.080 0.652 -0.161 0.080 0.059 0.353 0.085 0.121 -0.063 -0.088 -0.284 -0.085 -0.164 -0.061 0.118 0.134 0.024 -0.190 0.061 0.069 0.127 0.107 0.084 0.120 0.627 0.087 -0.062 -0.060 0.069 0.100 0.078 -0.365 0.076 -0.197 0.117

***

Below is a 2-piece molecular cluster, C10H10N2 overall in a non-equilibrium geometry, with properties calculated with ωB97M-V/def2-TZVPD.

CARTESIAN COORDINATES (ANGSTROEM)
H  -0.711  3.232  3.041
C  0.214  0.044  3.152
H  2.089  -0.046  -3.073
N  0.032  1.306  3.668
C  -0.061  -0.240  -3.105
C  -0.508  1.950  1.374
H  2.226  -1.364  -0.886
C  0.048  -1.642  -0.781
C  0.100  -0.351  1.836
H  -2.173  -0.864  -2.963
C  1.248  -1.146  -1.334
N  -1.130  -1.544  -1.405
C  -0.383  2.222  2.761
H  0.192  -1.408  1.552
H  -0.362  0.527  -0.182
H  0.370  -0.814  3.818
H  0.049  -2.110  0.212
C  -0.232  0.683  0.897
H  -0.841  2.672  0.616
C  1.210  -0.500  -2.597
C  -1.139  -1.004  -2.620
H  -0.238  0.400  -3.980

Results
Calculated total energy, eV: -13510.6556
Charge: 0
SMILES: c1ccncc1.c1ccncc1
Energy relative to the best compared isomer or geometry (same formula, charge and spin), kcal per mole: 56.3
2S+1: 1
F_max, eV/A: 2.81

What are the Löwdin partial charges on each atom? They are as follows, in elementary charge units: 0.102 -0.155 0.109 0.057 -0.080 -0.077 0.110 -0.209 -0.069 0.108 -0.065 0.052 -0.145 0.071 0.084 0.104 0.081 -0.067 0.105 -0.069 -0.151 0.104

***

Below is a 2-piece molecular cluster, C29H49FN3O6P overall in a non-equilibrium geometry, with properties calculated with ωB97M-V/def2-TZVPD.

CARTESIAN COORDINATES (ANGSTROEM)
C  -4.012  1.664  -2.446
H  -2.304  4.131  -0.306
H  -0.831  3.890  -0.994
H  2.552  -2.701  -1.848
C  -4.982  1.509  -1.262
C  -5.089  0.292  -0.295
C  -3.053  0.452  -2.742
C  -3.760  4.340  -2.361
H  -3.601  3.640  2.210
C  6.787  -0.065  6.002
O  -4.742  1.425  2.970
C  4.150  1.347  0.077
C  -4.811  -4.780  -0.180
C  -2.003  0.498  -3.937
C  -4.177  -2.124  0.433
H  -0.782  -2.893  -0.439
H  1.958  -0.277  -3.119
H  -1.704  -0.595  -4.161
C  -6.112  2.457  -0.676
O  -6.488  3.389  2.978
C  -4.041  3.018  -3.279
C  4.105  -0.167  -0.517
C  6.860  -1.473  5.428
C  -6.189  0.508  0.831
H  5.180  1.447  0.582
H  6.584  0.678  5.227
H  8.040  -2.702  4.119
C  -4.112  -0.864  -0.586
H  -5.688  -5.358  0.286
H  -3.843  -4.992  0.412
H  -4.631  -5.090  -1.274
H  8.945  -1.423  4.898
C  -2.195  4.739  -2.324
H  1.606  -1.875  -0.458
H  -0.287  0.559  -2.543
H  7.022  -2.179  6.251
H  -3.814  1.707  3.123
N  -1.617  4.567  -0.948
O  -4.289  3.694  1.500
H  3.968  2.129  -0.731
C  -5.180  -3.202  -0.187
H  -0.661  -1.034  -0.623
H  5.708  -0.703  2.967
O  -6.712  3.438  -1.168
C  -0.656  1.212  -3.423
H  -3.294  3.075  -4.135
N  -6.301  -2.733  -0.708
H  -0.820  2.253  -2.990
C  -3.116  -0.813  -1.803
H  3.488  -0.787  0.215
H  6.585  -0.256  1.519
H  -5.110  3.153  -3.683
H  7.724  0.201  6.499
H  7.251  -2.627  1.144
H  0.195  1.167  -4.200
H  7.963  0.279  3.433
H  8.725  -0.989  2.503
H  1.613  0.335  -1.425
H  5.493  -2.443  1.222
H  3.364  1.393  0.920
H  -4.484  -1.717  1.455
C  7.870  -0.776  3.155
O  3.671  -0.232  -1.894
C  6.417  -2.370  1.802
H  -3.119  -2.543  0.475
H  0.277  -3.307  -2.701
H  -2.754  -3.056  -1.608
H  -2.045  5.850  -2.599
C  -2.205  -2.116  -1.995
C  0.373  -2.240  -2.312
C  1.775  -1.904  -1.602
H  5.170  -0.616  -0.498
H  -6.867  -3.521  -1.068
H  5.896  -1.740  4.982
H  -4.310  5.192  -2.912
H  -1.585  4.155  -3.109
P  -5.544  2.634  2.030
C  -0.794  -2.020  -1.189
C  7.988  -1.647  4.409
C  6.579  -0.962  2.356
N  -6.474  1.961  0.695
H  0.100  -1.507  -3.161
H  6.364  -3.115  2.600
F  -2.514  1.031  -5.167
O  -6.675  -0.358  1.575
H  -4.220  4.250  -1.322
H  5.983  0.000  6.741
H  -1.981  -2.351  -3.104
C  2.246  -0.417  -2.011

Results
Calculated total energy, eV: -59622.8169
Charge: 0
SMILES: [H]/N=C(\C)Cc1c(CCCCCOCC)c([C@H](C)F)c(CCCN)c2c1C(=O)N(P(=O)(O)O)C2=O.CCCCCC
Energy relative to the best compared isomer or geometry (same formula, charge and spin), kcal per mole: 215.1
2S+1: 1
F_max, eV/A: 6.06

What are the Löwdin partial charges on each atom? They are as follows, in elementary charge units: -0.022 0.037 0.054 0.123 0.016 0.012 0.005 -0.161 0.078 -0.115 -0.162 -0.078 -0.064 -0.279 -0.095 0.112 0.121 0.127 -0.317 -0.306 -0.134 -0.258 -0.274 -0.363 0.065 0.065 0.100 -0.044 0.085 0.078 0.084 0.110 -0.267 0.105 0.058 0.105 0.073 -0.034 -0.175 0.083 -0.343 0.117 0.102 0.099 -0.030 0.105 0.125 0.061 -0.028 0.109 0.084 0.128 0.076 0.080 0.103 0.101 0.111 0.124 0.055 0.075 0.122 -0.225 -0.185 -0.109 0.092 0.119 0.101 0.109 -0.161 -0.194 -0.166 0.119 0.055 0.098 0.118 0.091 0.677 -0.190 -0.229 -0.275 -0.018 0.085 0.068 -0.052 0.107 0.086 0.070 0.110 -0.225